The following is a quantum chemistry calculation of a structure of composition C19H38LuO3P at a distorted geometry, from the OMol25 dataset.

Each line ends with the Löwdin charge.
Geometry (Å):
Lu (-0.630, -0.050, 0.020)  1.27
P (2.004, -0.155, -0.052)  1.12
O (2.998, -1.403, -0.275)  -0.30
O (-0.756, 1.052, 1.634)  -0.43
O (2.894, 1.207, 0.060)  -0.32
C (-3.294, -1.685, -2.010)  -0.03
C (4.461, -1.492, -0.103)  -0.21
C (-0.814, 1.961, 2.700)  -0.33
C (-1.438, -3.365, 0.924)  -0.26
C (-4.046, 0.967, -0.376)  -0.01
C (-1.799, 3.119, -0.949)  -0.01
C (-1.231, -0.208, -2.577)  -0.27
C (-2.818, 0.734, -1.181)  -0.26
C (-1.817, 1.719, -1.445)  -0.30
C (5.219, -0.635, -1.075)  -0.06
C (-0.837, 1.135, -2.301)  -0.29
C (-1.246, -1.851, 0.874)  -0.21
C (-0.488, -1.145, -3.459)  -0.03
C (0.349, 1.845, -2.848)  -0.03
C (0.183, 1.686, 3.819)  -0.07
C (-2.467, -0.453, -1.903)  -0.28
C (-2.601, -3.866, 1.785)  -0.08
C (3.187, 1.930, 1.314)  -0.21
C (4.005, 1.098, 2.263)  -0.07
H (-0.945, -2.141, -3.472)  0.08
H (-1.514, 3.809, -1.756)  0.10
H (-0.503, -3.807, 1.292)  0.12
H (-4.092, -1.568, -2.761)  0.11
H (0.560, -1.263, -3.142)  0.08
H (4.687, -1.248, 0.940)  0.11
H (-1.834, 1.946, 3.112)  0.12
H (3.461, 0.213, 2.618)  0.08
H (-0.660, 2.961, 2.273)  0.11
H (0.047, 2.804, -3.291)  0.10
H (-1.077, 3.249, -0.126)  0.08
H (-1.038, -1.385, 1.855)  0.11
H (6.288, -0.828, -0.950)  0.11
H (-3.584, -3.519, 1.428)  0.08
H (4.952, -0.888, -2.106)  0.10
H (2.236, 2.237, 1.763)  0.11
H (-2.611, -4.960, 1.733)  0.09
H (-2.163, -1.372, 0.431)  0.09
H (-2.690, -2.550, -2.311)  0.08
H (0.838, 1.244, -3.622)  0.09
H (5.040, 0.431, -0.902)  0.07
H (-0.464, -0.772, -4.495)  0.11
H (0.587, 2.628, 4.197)  0.09
H (4.253, 1.706, 3.139)  0.11
H (-3.789, -1.937, -1.061)  0.08
H (-0.119, -1.705, 0.117)  0.08
H (3.730, 2.814, 0.973)  0.14
H (-3.814, 1.541, 0.534)  0.09
H (4.947, 0.787, 1.796)  0.09
H (-1.583, -3.704, -0.113)  0.12
H (1.007, 1.047, 3.493)  0.05
H (-4.797, 1.542, -0.941)  0.12
H (1.097, 2.059, -2.068)  0.06
H (-0.324, 1.191, 4.653)  0.08
H (-2.785, 3.414, -0.573)  0.09
H (-2.497, -3.593, 2.846)  0.09
H (4.650, -2.553, -0.273)  0.14
H (-4.516, 0.025, -0.067)  0.09

Forces on the atoms, in the same order (eV/Å):
-2.5 8.0 -2.4
4.9 0.5 -1.0
-2.5 2.4 0.5
0.7 -0.6 -0.2
-2.0 -3.0 -0.1
-0.4 -0.5 -0.1
0.8 -0.4 0.2
-0.4 0.7 -0.1
-0.1 -0.1 0.0
-0.3 0.0 0.4
0.1 0.5 0.3
-0.9 -0.8 0.8
0.7 0.5 -0.1
0.4 -0.7 -0.3
-0.1 0.3 -0.3
-0.2 0.5 1.3
1.5 -4.2 0.3
0.3 -0.4 -0.5
0.5 0.4 -0.3
-0.3 -0.1 0.3
1.3 -0.1 -0.3
-0.2 0.0 0.1
0.0 0.7 0.6
0.3 -0.1 -0.1
0.1 0.2 -0.1
-0.1 -0.1 0.3
-0.2 0.1 -0.1
0.3 0.0 0.2
-0.3 0.0 -0.2
-0.2 -0.1 -0.2
0.2 0.0 -0.1
0.0 0.1 0.0
0.0 -0.1 0.2
0.2 -0.2 0.1
-0.2 0.1 -0.2
0.2 -0.2 -0.2
-0.1 0.0 0.0
0.4 0.0 0.1
0.1 0.1 0.2
0.1 0.0 -0.2
0.0 0.2 0.0
0.4 -0.2 -0.4
-0.2 0.2 0.1
0.0 0.2 0.1
0.1 -0.2 -0.1
0.0 -0.2 0.2
0.0 -0.1 0.0
-0.1 -0.1 -0.1
0.0 0.0 -0.2
-2.4 -3.6 2.3
-0.1 -0.1 0.0
-0.1 -0.1 -0.3
-0.2 0.1 0.2
0.1 0.0 0.3
0.0 0.1 -0.1
0.2 -0.2 0.1
-0.2 0.2 -0.4
0.3 0.0 -0.1
0.2 0.0 -0.1
0.0 0.0 -0.3
-0.1 0.1 0.1
0.0 0.2 -0.1

Output
- charge = +2
- highest occupied orbital energy (spin up / spin down) (eV) = -14.0 / -14.1
- Kohn-Sham gap (spin up / spin down) (eV) = 4.3 / 4.4
- ΔE to the lowest compared entry with this formula, charge and spin (eV) = 1.968

=====

The following is a quantum chemistry calculation of the molecule C7H10N2S at a distorted geometry, from the OMol25 dataset.

Each line ends with the Löwdin charge.
Geometry (Å):
S (-0.434, 0.674, -3.097)  0.70
N (-2.903, -1.943, -1.303)  0.19
N (0.100, -0.518, -0.490)  0.07
C (0.668, -0.603, 0.632)  -0.34
C (-1.251, 1.110, -1.573)  -0.53
C (-0.111, 1.081, 2.227)  0.04
C (-0.004, -0.227, 1.947)  -0.09
C (-1.263, -0.146, -0.663)  -0.47
C (-2.070, -1.194, -1.184)  -0.25
C (2.088, -1.136, 0.572)  -0.02
H (2.104, -1.659, -0.416)  0.10
H (0.268, 1.833, 1.505)  0.08
H (-0.535, 1.921, -1.235)  0.08
H (2.466, -1.694, 1.471)  0.10
H (-0.447, -1.045, 2.445)  0.10
H (2.763, -0.330, 0.582)  0.05
H (-1.155, -0.532, -3.232)  -0.09
H (-0.539, 1.586, 3.026)  0.03
H (-1.794, 0.017, 0.294)  0.14
H (-2.367, 1.385, -1.805)  0.12

Forces on the atoms, in the same order (eV/Å):
-0.8 -1.5 -1.2
-2.0 -2.2 -0.8
0.4 -1.1 -0.2
-0.1 -0.2 0.9
-1.5 0.3 -0.3
1.0 -0.7 -2.1
0.7 1.8 -1.5
0.9 2.4 1.3
0.8 0.7 0.1
-0.7 -1.1 0.3
0.6 0.1 1.1
0.1 -0.8 0.3
-1.6 -0.7 0.4
-0.9 -0.1 -0.9
-0.3 -0.6 1.1
0.9 1.4 -0.4
0.9 1.3 -0.2
-1.0 0.1 1.8
0.3 0.6 -0.1
2.3 0.1 0.7

Output
- highest occupied orbital energy (eV) = -8.8
- SMILES = C=C/C(C)=N\[C@H](C#N)CS
- Kohn-Sham gap (eV) = 9.5
- ΔE to the lowest compared entry with this formula, charge and spin (eV) = 2.171

=====

The following is a quantum chemistry calculation of a structure of composition C33H26Cl3CsGeN7O12 at a distorted geometry, from the OMol25 dataset.

Each line ends with the Löwdin spin population.
Geometry (Å):
Cs (0.764, 2.883, -0.428)  0.01
Ge (3.083, 4.947, 0.822)  0.00
Cl (5.297, 5.632, 0.300)  0.00
Cl (2.092, 7.233, 0.594)  0.00
Cl (3.479, 5.131, 3.107)  0.00
O (0.968, 3.508, 1.863)  0.05
O (-3.502, 3.689, -0.688)  0.06
O (2.918, 3.291, -1.449)  0.00
O (8.654, 3.708, -1.094)  0.00
O (0.201, 5.533, -1.156)  0.00
O (5.768, 1.736, 3.968)  0.00
O (9.109, 3.435, 0.983)  0.00
O (-1.615, 2.828, 0.155)  0.05
O (-4.946, -10.247, -1.527)  0.00
O (3.762, 1.561, -2.581)  0.00
O (3.881, 1.087, 3.180)  0.00
O (-0.777, 3.003, 3.159)  0.03
N (4.967, 1.613, 3.060)  0.00
N (-1.514, 5.518, 1.426)  0.40
N (-0.271, -0.170, 0.786)  0.00
N (-2.956, -4.202, -0.026)  0.00
N (0.832, -0.595, -1.617)  0.00
N (8.338, 3.398, 0.039)  0.00
N (-1.960, -4.606, -1.972)  0.00
C (6.637, 2.557, 1.556)  0.00
C (-0.561, 5.272, 2.432)  0.08
C (-5.705, -10.835, -0.502)  0.00
C (-0.068, 3.728, 2.481)  0.05
C (3.741, 2.377, -1.665)  0.00
C (1.374, -0.741, -2.800)  0.00
C (-4.842, -8.137, -0.291)  0.00
C (-0.120, -1.441, -1.221)  0.00
C (4.451, 1.964, 0.698)  0.00
C (-0.836, 0.129, 1.928)  0.00
C (-1.512, -3.418, -1.487)  0.00
C (-1.929, -0.582, 2.444)  0.00
C (7.010, 2.916, 0.269)  0.00
C (1.002, -1.761, -3.689)  0.00
C (-2.644, 4.693, 1.310)  0.07
C (-2.403, -1.669, 1.750)  0.00
C (-1.330, 6.568, 0.463)  0.04
C (-1.795, -2.015, 0.534)  0.00
C (-2.815, -5.068, -1.083)  0.00
C (4.837, 2.329, -0.585)  0.00
C (-4.509, -8.959, -1.359)  0.00
C (-3.448, -6.364, -1.170)  0.00
C (-3.659, -8.463, -2.352)  0.00
C (5.359, 2.056, 1.749)  0.00
C (-2.123, -3.143, -0.260)  0.00
C (-3.137, -7.195, -2.254)  0.00
C (0.054, -2.674, -3.289)  0.00
C (-4.317, -6.859, -0.199)  0.00
C (6.127, 2.786, -0.804)  0.00
C (-0.736, -1.191, 0.070)  0.00
C (-1.055, 6.113, -0.986)  0.02
C (-2.563, 3.595, 0.093)  0.06
C (-0.531, -2.533, -2.025)  0.00
H (-2.377, -0.280, 3.377)  0.00
H (-2.768, 4.088, 2.206)  0.01
H (-0.252, -3.497, -3.921)  0.00
H (-5.171, -10.824, 0.455)  0.00
H (-2.458, -6.814, -2.999)  0.00
H (7.314, 2.674, 2.389)  0.00
H (-0.479, 7.185, 0.764)  0.00
H (-3.552, -4.313, 0.776)  0.00
H (-1.805, 5.384, -1.310)  0.00
H (1.461, -1.823, -4.666)  0.00
H (-1.150, 7.016, -1.616)  0.00
H (-0.437, 0.982, 2.459)  0.00
H (-1.002, 5.425, 3.424)  0.03
H (-4.591, -6.259, 0.657)  0.00
H (3.453, 1.594, 0.877)  0.00
H (6.459, 3.066, -1.792)  0.00
H (0.326, 5.889, 2.301)  0.00
H (2.139, -0.017, -3.053)  0.00
H (-2.237, 7.192, 0.447)  0.02
H (0.851, 6.154, -0.763)  0.00
H (-6.676, -10.342, -0.382)  0.00
H (-3.415, -9.100, -3.187)  0.00
H (-5.513, -8.482, 0.482)  0.00
H (-3.238, -2.250, 2.127)  0.00
H (-3.545, 5.272, 1.093)  0.02
H (-5.863, -11.870, -0.804)  0.00

Forces on the atoms, in the same order (eV/Å):
-0.2 -2.5 -2.7
0.9 0.7 0.5
-0.3 0.2 0.0
0.1 0.1 0.0
0.0 0.0 0.0
0.5 0.7 2.2
-0.6 0.2 -0.4
2.1 0.5 -1.3
0.0 0.1 -0.1
0.0 0.6 0.1
0.1 0.1 0.2
0.1 0.1 0.1
-1.6 -0.2 0.9
0.2 0.3 -0.2
0.2 -0.8 -0.7
-0.1 0.0 0.0
-0.7 -0.6 0.7
-0.2 -0.4 0.7
-0.2 -0.4 -0.1
0.3 0.2 -0.2
-0.1 -0.2 -0.1
0.1 0.4 0.2
0.9 0.1 -0.1
-0.3 -0.5 -0.1
0.1 0.1 0.1
0.7 0.0 0.4
-0.1 -0.1 0.1
-0.2 0.6 0.5
0.7 0.5 0.4
0.2 0.0 -0.3
-0.2 -0.4 0.0
0.0 -0.6 -0.6
0.2 -0.1 0.2
-0.2 0.0 0.3
-0.6 0.3 1.1
-0.1 -0.2 -0.1
-1.5 -0.8 0.1
-0.2 -0.2 0.1
-0.5 0.0 0.3
0.2 0.1 0.0
0.2 0.6 -0.6
0.3 0.5 0.2
0.4 0.7 -0.1
-0.2 0.0 0.0
0.1 0.1 -0.1
-0.4 -0.7 0.2
-0.2 -0.2 0.1
0.3 0.5 -1.3
0.6 -0.1 -1.0
0.0 0.1 0.2
0.1 0.1 0.0
0.3 0.2 -0.3
0.3 -0.1 0.1
-0.6 -0.5 0.4
-0.4 0.2 -0.1
-0.6 0.1 0.0
0.3 0.5 0.1
0.0 0.1 0.1
0.1 0.1 0.1
0.0 0.0 0.0
0.0 0.0 0.0
0.0 0.0 -0.1
0.0 0.0 -0.1
-0.2 -0.1 0.1
0.1 -0.1 -0.1
0.0 0.2 0.0
0.0 0.0 0.0
-0.1 -0.1 0.1
0.0 0.1 0.1
0.0 -0.1 -0.1
0.0 0.1 0.1
-0.1 0.0 0.1
-0.1 0.1 0.0
-0.1 0.1 -0.1
0.1 0.1 -0.1
0.1 -0.2 0.0
0.2 -0.2 -0.1
0.0 0.0 0.0
0.0 -0.1 -0.1
0.0 0.0 0.1
0.0 0.0 0.0
0.2 0.1 -0.1
0.0 0.1 0.0

Output
- charge = -2
- highest occupied orbital energy (spin up / spin down) (eV) = -2.8 / -2.8
- 2S+1 = 2
- Kohn-Sham gap (spin up / spin down) (eV) = 5.4 / 5.0
- ΔE to the lowest compared entry with this formula, charge and spin (eV) = 3.561

=====

Look up the ΔE to the lowest compared entry with this formula, charge and spin of the third one.
3.561 eV

=====

The lowest ΔE to the lowest compared entry with this formula, charge and spin belongs to which entry?
C19H38LuO3P